Entry from the Open Molecules 2025 dataset: C42H108BMnO22 as an isolated structure at a distorted geometry (the ωB97M-V functional and the def2-TZVPD basis).

```
174
Properties=species:S:1:pos:R:3:forces:R:3:mulliken_spin:R:1
Mn -1.044 1.467 1.950 0.405 -2.072 -1.187 4.786
O 0.526 0.242 2.724 -0.500 0.595 -0.884 0.030
C 1.203 -0.049 1.526 -0.739 -0.166 0.177 -0.028
C 0.332 -0.128 0.224 0.154 0.654 -0.486 0.021
O -0.520 0.975 0.002 0.595 -0.322 0.939 0.036
H 1.720 -1.013 1.658 0.213 -0.080 -0.335 -0.002
H 1.953 0.726 1.288 0.224 0.024 0.139 0.009
H -0.235 -1.070 0.127 -0.038 -0.181 0.444 -0.060
H 1.081 -0.169 -0.592 0.148 -0.196 -0.070 0.012
B -3.302 1.621 1.756 -1.759 0.365 -0.823 -0.182
H -4.357 1.600 2.230 -1.091 -0.043 0.778 0.008
H -2.688 2.432 2.248 0.902 2.029 0.899 0.035
H -2.806 0.605 1.874 0.975 -2.435 0.547 0.116
H -3.395 1.781 0.614 -0.046 0.454 -1.253 0.021
C 3.743 0.448 5.098 -0.587 0.258 -0.072 0.002
O 3.990 -0.933 5.200 0.975 -0.538 0.339 0.000
C 2.871 -1.775 5.099 -1.462 0.705 -0.697 -0.002
C 1.659 -1.302 5.885 -0.395 -0.114 0.527 0.003
O 1.969 -1.202 7.272 0.106 0.236 0.127 0.000
C 0.812 -0.890 8.012 0.490 -0.160 0.644 0.000
H 3.340 0.816 6.047 -0.023 0.152 -0.029 0.000
H 3.037 0.692 4.295 -0.116 -0.159 -0.012 -0.002
H 4.664 0.985 4.872 0.223 -0.338 0.119 0.000
H 3.074 -2.812 5.361 0.694 0.185 0.229 0.000
H 2.544 -1.764 4.049 -0.159 -0.148 -0.055 0.002
H 0.811 -1.996 5.809 0.231 -0.259 -0.451 0.000
H 1.262 -0.351 5.511 0.231 0.099 -0.088 -0.001
H 1.083 -0.629 9.038 0.389 0.165 -0.129 0.000
H 0.181 -1.773 8.150 -0.400 0.078 -0.536 0.000
H 0.299 -0.028 7.583 -0.356 -0.128 -0.111 0.000
C -4.297 -3.107 5.214 0.322 0.809 -0.076 0.000
O -3.078 -3.309 4.538 -0.185 -0.836 0.177 0.000
C -2.473 -2.104 4.148 -0.404 0.038 -0.698 -0.001
C -1.219 -2.386 3.361 0.536 0.798 0.178 -0.002
O -1.437 -3.123 2.175 -0.401 -0.795 0.483 -0.001
C -0.264 -3.763 1.734 0.142 0.376 0.318 -0.001
H -4.109 -2.387 6.023 -0.339 -0.013 0.100 0.000
H -4.688 -4.024 5.647 0.266 -0.215 -0.173 0.000
H -5.038 -2.683 4.527 -0.106 0.021 0.092 0.000
H -2.254 -1.489 5.033 0.278 -0.213 -0.013 0.000
H -3.153 -1.495 3.533 -0.119 -0.120 -0.017 0.010
H -0.497 -2.880 4.022 0.004 -0.342 -0.078 0.000
H -0.771 -1.423 3.078 0.158 0.071 0.245 0.051
H -0.502 -4.403 0.886 -0.017 0.359 -0.288 0.000
H 0.178 -4.433 2.486 -0.147 0.119 0.270 0.000
H 0.468 -2.976 1.515 0.227 -0.318 -0.408 0.001
C -5.220 7.589 -1.796 0.088 0.409 0.559 0.000
O -4.617 6.348 -2.030 0.127 0.085 0.141 0.000
C -3.327 6.478 -2.599 -0.276 -0.165 -0.123 0.000
C -2.470 5.238 -2.369 -0.633 -0.132 0.184 0.000
O -3.279 4.092 -2.389 0.086 0.021 0.323 0.000
C -2.504 2.932 -2.141 0.862 -0.135 -0.647 0.002
H -6.248 7.431 -1.479 -0.057 -0.173 -0.104 0.000
H -5.212 8.296 -2.633 0.011 -0.317 -0.402 0.000
H -4.715 8.124 -0.980 0.091 -0.045 0.121 0.000
H -2.795 7.323 -2.147 -0.005 0.173 -0.155 0.000
H -3.477 6.655 -3.669 0.251 0.113 -0.102 0.000
H -1.948 5.315 -1.409 -0.025 -0.033 0.156 0.001
H -1.704 5.199 -3.151 0.128 -0.023 -0.086 0.000
H -3.114 2.035 -2.155 -0.285 0.217 -0.080 0.002
H -1.921 2.911 -1.217 -0.331 0.384 0.346 0.016
H -1.759 2.874 -2.947 -0.041 -0.363 -0.075 0.000
C -3.572 -3.388 -6.358 -0.017 0.295 0.599 0.000
O -3.601 -2.349 -5.406 -0.416 -0.023 0.213 0.000
C -3.510 -1.041 -5.941 1.227 -0.544 0.047 0.000
C -3.716 0.001 -4.846 -1.209 0.690 -1.336 0.000
O -2.538 0.560 -4.344 -0.265 -0.910 0.553 0.000
C -1.876 -0.357 -3.457 0.400 0.707 0.280 0.005
H -3.593 -4.305 -5.773 0.086 -0.116 -0.164 0.000
H -2.652 -3.341 -6.950 -0.054 -0.091 -0.196 0.000
H -4.466 -3.361 -6.990 0.096 0.046 -0.234 0.000
H -4.142 -0.925 -6.830 -0.421 0.054 0.275 0.000
H -2.476 -0.914 -6.302 -0.042 0.175 -0.127 0.000
H -4.425 -0.366 -4.096 0.414 -0.241 0.293 0.000
H -4.271 0.815 -5.330 0.249 0.194 0.105 0.000
H -1.590 0.202 -2.560 0.135 -0.045 -0.012 0.002
H -0.971 -0.719 -3.948 -0.058 -0.254 0.074 0.000
H -2.505 -1.188 -3.137 -0.119 -0.024 -0.241 0.000
C 4.543 0.957 -0.419 -0.344 -0.162 0.128 -0.001
O 4.902 2.317 -0.307 0.328 0.064 0.259 0.000
C 3.941 3.172 0.277 -0.058 0.444 -0.911 0.000
C 4.565 4.536 0.524 0.363 -0.711 0.687 0.000
O 4.931 5.130 -0.690 0.122 -0.030 -0.064 0.000
C 5.274 6.484 -0.589 -0.622 0.491 -0.066 0.000
H 5.387 0.412 -0.836 0.144 0.129 0.110 0.000
H 3.686 0.764 -1.075 -0.094 0.362 -0.095 0.000
H 4.279 0.525 0.550 0.140 0.055 0.128 0.001
H 3.524 2.792 1.213 0.019 -0.225 0.053 -0.001
H 3.143 3.329 -0.457 -0.374 -0.165 0.153 0.000
H 5.428 4.369 1.184 0.309 0.145 -0.201 0.000
H 3.893 5.162 1.124 -0.354 0.090 -0.294 0.000
H 5.643 6.817 -1.556 0.253 -0.160 0.020 0.000
H 5.989 6.723 0.204 0.236 -0.286 -0.032 0.000
H 4.382 7.096 -0.393 -0.078 -0.046 0.137 0.000
C 3.348 -2.743 -0.642 0.332 0.156 -0.599 0.001
O 4.417 -3.061 0.237 -0.884 0.456 -0.060 0.000
C 4.148 -2.434 1.473 1.614 -0.673 1.287 0.000
C 5.434 -2.418 2.290 -0.085 -0.408 0.116 0.000
O 6.465 -1.678 1.676 -0.275 0.821 0.120 0.000
C 7.290 -2.338 0.781 0.968 -1.225 -0.731 0.000
H 2.377 -2.997 -0.209 -0.048 0.150 0.040 0.000
H 3.453 -3.270 -1.591 0.157 -0.211 0.156 0.000
H 3.420 -1.678 -0.880 -0.466 0.060 0.082 0.000
H 3.434 -3.028 2.057 -0.356 0.141 -0.131 0.000
H 3.844 -1.386 1.481 -0.396 -0.077 -0.896 -0.001
H 5.772 -3.431 2.542 0.062 -0.081 -0.208 0.000
H 5.194 -1.929 3.236 0.136 0.119 0.049 0.000
H 8.025 -2.986 1.288 -0.075 0.099 0.239 0.000
H 7.881 -1.646 0.177 -0.216 0.427 0.324 0.000
H 6.804 -2.994 0.051 -0.475 0.193 0.232 0.000
C 1.720 -6.513 -0.248 -0.149 0.494 -0.210 0.000
O 1.091 -6.043 -1.426 -0.186 -0.374 -0.014 0.000
C 1.973 -5.942 -2.511 0.840 0.343 -0.289 0.000
C 1.362 -5.132 -3.637 -0.013 -0.039 0.300 0.000
O 1.272 -3.753 -3.344 -0.639 -0.127 -0.585 0.000
C 0.136 -3.446 -2.553 -0.108 0.648 0.884 0.000
H 0.963 -6.522 0.533 -0.064 -0.298 -0.019 0.000
H 2.490 -5.805 0.077 0.229 -0.080 -0.075 0.000
H 2.155 -7.499 -0.419 0.027 -0.117 0.208 0.000
H 2.310 -6.897 -2.941 -0.416 -0.408 0.261 0.000
H 2.907 -5.478 -2.168 -0.020 0.282 -0.065 0.000
H 0.385 -5.569 -3.869 -0.166 0.162 -0.001 0.000
H 1.971 -5.231 -4.535 0.196 0.010 0.039 0.000
H -0.001 -2.365 -2.492 0.542 0.048 0.013 0.000
H 0.314 -3.845 -1.553 -0.396 0.144 0.066 0.000
H -0.847 -3.779 -2.909 0.330 -0.602 -0.430 0.000
C -6.265 -1.150 0.706 -0.662 -0.182 0.024 0.001
O -5.308 -0.192 0.352 0.242 -0.166 0.077 0.002
C -4.225 -0.745 -0.379 -0.461 -0.023 -1.164 -0.013
C -3.550 -1.951 0.238 0.245 0.606 -0.015 0.011
O -4.260 -3.145 -0.024 -0.170 0.263 0.217 0.000
C -3.767 -4.253 0.676 0.351 -0.639 -0.445 0.000
H -6.580 -1.765 -0.145 0.219 -0.119 -0.071 0.000
H -7.177 -0.664 1.062 0.221 0.407 0.029 0.000
H -5.940 -1.816 1.512 0.201 -0.070 -0.078 0.000
H -3.507 0.041 -0.612 0.113 0.136 0.832 0.013
H -4.596 -0.971 -1.394 -0.145 -0.598 0.054 0.000
H -3.448 -1.750 1.308 -0.032 -0.203 0.068 0.007
H -2.533 -2.041 -0.160 0.089 0.052 -0.008 -0.001
H -2.726 -4.492 0.422 0.029 0.168 -0.290 0.000
H -4.377 -5.086 0.326 -0.051 -0.143 0.347 0.000
H -3.735 -4.177 1.766 -0.496 0.296 0.057 0.000
C 0.174 4.184 0.802 -0.556 0.716 -0.686 0.025
O -0.344 3.403 1.867 0.789 1.358 0.352 0.023
C -0.569 4.181 3.044 0.405 -0.709 0.488 0.016
C -0.556 3.257 4.285 -0.439 -0.138 -0.560 0.023
O -1.269 2.043 4.025 0.451 1.312 0.996 0.016
C -1.677 1.374 5.185 -0.355 -0.892 0.222 0.009
H 1.012 4.817 1.106 0.155 -0.271 0.268 0.002
H -0.607 4.865 0.445 -0.070 0.022 0.088 0.000
H 0.453 3.585 -0.062 -0.018 -0.562 0.387 -0.005
H -1.498 4.754 3.011 -0.087 -0.122 -0.375 -0.004
H 0.285 4.858 3.133 -0.144 0.216 0.211 -0.002
H -1.079 3.776 5.092 0.276 0.158 0.146 -0.001
H 0.472 3.006 4.554 0.022 -0.003 0.129 -0.009
H -2.556 1.809 5.673 0.018 0.401 -0.230 0.002
H -0.895 1.276 5.944 0.270 0.121 -0.195 0.001
H -1.968 0.371 4.872 0.115 0.190 -0.003 -0.002
C 1.384 1.616 -3.116 0.092 0.629 0.262 0.001
O 1.831 1.581 -4.456 0.607 -0.761 -0.344 0.000
C 0.945 0.824 -5.281 0.368 1.276 0.734 0.000
C 1.157 1.119 -6.752 -0.590 -0.096 -0.068 0.000
O 1.103 2.515 -6.964 0.389 0.161 0.138 0.000
C 1.782 2.957 -8.110 -1.055 0.020 -0.799 0.000
H 2.229 1.857 -2.470 0.101 0.027 -0.161 -0.001
H 0.950 0.693 -2.725 -0.063 -0.144 -0.293 0.002
H 0.657 2.428 -3.009 -0.219 -0.162 0.122 -0.002
H -0.037 1.205 -4.985 -0.413 -0.598 -0.392 0.000
H 1.079 -0.240 -5.064 -0.294 -0.127 -0.126 0.000
H 0.297 0.663 -7.264 -0.039 -0.109 -0.072 0.000
H 2.030 0.652 -7.216 0.385 0.211 0.403 0.000
H 1.239 3.809 -8.529 0.051 0.237 0.364 0.000
H 1.673 2.218 -8.913 0.516 -0.185 0.025 0.000
H 2.817 3.263 -7.959 0.154 -0.313 0.230 0.000
```
Positions in Å, forces in eV/Å.

As for the net charge: -1. The calculation puts the energy above the lowest of the compared OMol25 structures with the same formula, charge and spin at 48.4 kcal/mol. For the HOMO energy (spin up / spin down), the calculation gives -4.285 / -4.936 eV. The calculation puts the largest force on an atom at 0.0521 hartree/bohr. As for the frontier orbital gap (spin up / spin down): 0.2353 / 0.2591 Ha. The multiplicity is 6.